The following is a DFT calculation (wB97M-V/def2-TZVPD) of 2 unconnected molecules or ions with the total composition C4H10NP.

XYZ file:
```
16
Properties=species:S:1:pos:R:3:forces:R:3
P 0.45883 -1.50684 0.10099 -0.17 0.20 -0.09
N -0.51902 -0.33800 0.90044 -0.54 -0.43 0.86
C -0.32729 -1.47418 -2.97336 -0.07 -1.14 0.63
C -1.17041 -0.62135 2.23056 -0.50 3.52 -1.01
C 1.31792 1.41086 0.31125 -2.53 -1.19 1.26
C 0.87359 0.06870 0.96228 -0.75 0.85 -2.81
H 1.10340 2.17952 1.08478 0.47 -0.04 -0.92
H 2.28730 1.35596 -0.05083 2.32 0.07 0.15
H 1.29613 -0.13292 1.87979 1.21 -0.24 2.11
H -1.31426 -1.92788 -3.14264 0.34 0.65 0.07
H 0.78894 1.56211 -0.62175 -0.81 0.25 0.14
H -0.35293 -0.95379 2.89065 -0.76 0.54 0.49
H 0.41151 -2.26420 -2.68244 -0.33 1.46 -0.56
H -1.83243 0.39610 2.45821 2.32 -2.35 0.21
H -0.20160 -0.37985 -2.97909 0.22 -0.96 -0.02
H -1.96052 -1.32385 2.19896 -0.43 -1.22 -0.50
```
Forces are in eV/Å.

Properties
highest occupied orbital energy (alpha / beta)	-7.449 / -8.475	eV
relative energy (zero: lowest compared OMol25 entry of this formula, charge and spin)	4.229	eV
calculated total energy	-15084.069	eV